(1)
C6H17AsCuF6O6P | the ωB97M-V functional and the def2-TZVPD basis

Geometry as XYZ:
```
38
Properties=species:S:1:pos:R:3:mulliken_charge:R:1
Cu -3.0527 2.1329 -0.0858 0.71
O -5.7235 1.2076 2.3669 -1.00
H -5.7375 1.5084 3.2964 0.14
O -4.5336 1.2260 -3.3905 -1.01
H -4.2844 2.0574 -3.8388 0.17
As -2.2880 7.5548 -1.0592 1.99
F -3.7280 6.4879 -0.5620 -0.53
F -2.6535 7.3140 -2.8213 -0.50
F -0.8768 8.5815 -1.5485 -0.51
F -1.8911 7.7770 0.6758 -0.49
F -1.3490 6.0334 -1.1506 -0.49
F -3.3691 8.9671 -1.0360 -0.49
C -1.2162 -5.0623 0.7829 -1.05
C -1.2489 -3.5172 0.6141 -0.30
O -0.1353 -3.2710 -0.2173 -0.25
P 1.0768 -2.1542 0.0884 0.75
O 0.5901 -0.7977 0.3821 -0.63
O 2.0328 -2.8000 1.2759 -0.30
C 3.2132 -2.0815 1.5815 0.00
C 3.2639 -2.0048 3.0924 -1.31
O 2.0235 -2.3565 -1.1992 -0.30
C 2.2227 -1.3750 -2.1662 -0.20
C 3.1985 -0.3294 -1.7175 -1.05
H -1.2924 -5.4887 -0.2173 0.27
H -0.3673 -5.3630 1.3971 0.26
H -2.1195 -5.4281 1.2711 0.39
H -2.1364 -3.1854 0.0750 0.35
H -1.3311 -3.0987 1.6172 0.31
H 4.1389 -2.5517 1.2496 0.31
H 3.2999 -1.0738 1.1751 0.21
H 3.3285 -2.9812 3.5725 0.29
H 4.1762 -1.4563 3.3269 0.38
H 2.3259 -1.5058 3.3359 0.33
H 2.7087 -1.7580 -3.0636 0.28
H 1.2179 -1.0406 -2.4243 0.35
H 3.4477 0.4999 -2.3795 0.38
H 2.9489 0.2021 -0.7992 0.24
H 4.1202 -0.8690 -1.5000 0.28
```

Properties
ΔE to the lowest compared entry with this formula, charge and spin, kcal/mol: 68.8
Highest occupied orbital energy, eV: -1.478
E, a.u.: -5507.092432
LUMO, eV: 3.25
Charge: -2
Gap between HOMO and LUMO, eV: 4.7



(2)
C48H47BrN7O2Sn | the ωB97M-V functional and the def2-TZVPD basis

Geometry as XYZ:
```
106
Properties=species:S:1:pos:R:3:mulliken_charge:R:1
Sn 0.3553 0.1653 0.1704 0.03
C 3.8248 2.2225 -1.0909 -0.57
C 2.8116 3.1277 -1.7876 -0.83
C 1.3723 2.6147 -1.7064 -0.04
N 0.9285 2.3275 -0.3514 0.21
C 0.7463 3.3025 0.5048 1.03
C 0.7737 4.6751 0.1389 -1.04
C 0.8809 5.8225 0.9008 -0.39
C 1.0024 5.9818 2.2726 -0.64
C 0.8767 4.9579 3.2038 -0.65
C 0.5337 3.6337 3.0363 -0.77
C 0.2999 2.8601 1.8620 1.10
N -0.2571 1.6825 1.8642 -0.23
C -0.8675 1.1539 3.0719 -1.39
C 0.0748 0.2857 3.9028 -1.17
C 0.4490 -1.0213 3.2164 0.17
N 1.3176 -0.7523 2.0745 -0.21
C 2.3538 -1.4885 1.8403 0.91
C 2.5973 -2.7967 2.4402 0.23
C 3.8138 -3.3179 2.7633 -0.23
C 5.1159 -2.8269 2.5238 -1.13
C 5.4248 -1.8946 1.5769 -0.84
C 4.5781 -1.2013 0.6925 -0.36
C 3.1940 -1.0370 0.6944 0.24
N 2.5107 -0.3935 -0.2584 1.51
C 3.1051 -0.2494 -1.5727 -0.34
C 4.1078 0.9040 -1.8116 -0.78
H 3.4784 2.0019 -0.0772 0.00
H 4.7630 2.7723 -0.9817 0.53
H 3.0726 3.2238 -2.8475 0.55
H 2.8669 4.1283 -1.3553 0.44
H 1.2896 1.6864 -2.2728 -0.92
H 0.6918 3.3164 -2.2042 0.65
H 0.7507 4.8426 -0.9304 0.36
H 0.9147 6.7400 0.3194 0.33
H 1.1928 6.9794 2.6475 0.31
H 1.0276 5.2491 4.2396 0.31
H 0.4441 3.0717 3.9564 0.20
H -1.7112 0.5279 2.7600 0.32
H -1.2839 1.9658 3.6778 0.63
H -0.4151 0.0429 4.8498 0.38
H 0.9885 0.8409 4.1351 0.49
H -0.4621 -1.5363 2.8872 -0.15
H 0.9355 -1.6982 3.9228 0.32
H 1.6051 -4.6266 2.1458 0.73
H 3.7630 -4.2742 3.2796 0.46
H 5.9338 -3.3096 3.0454 0.30
H 6.4824 -1.6895 1.4353 0.32
H 5.0983 -0.6287 -0.0595 0.10
H 2.2759 -0.1463 -2.2808 -1.15
H 3.6128 -1.1862 -1.8430 0.72
H 4.1475 1.0773 -2.8943 0.26
H 5.1090 0.5727 -1.5337 0.51
C -3.7862 -0.0427 -0.6012 -0.90
O -2.7032 0.0518 -1.5076 0.49
C -2.9549 -0.0196 -2.8199 0.09
C -4.2075 -0.0855 -3.3942 -0.75
C -4.3231 -0.1429 -4.7855 -0.58
Br -6.0560 -0.2326 -5.5550 -0.25
C -3.2236 -0.1249 -5.5979 -1.09
C -1.9416 -0.0574 -5.0218 1.04
C -1.7958 -0.0256 -3.6363 -0.06
O -0.6240 -0.0140 -3.0031 0.09
C -0.7432 -0.0573 -5.8611 0.03
N 0.4827 -0.0010 -5.3962 -0.04
C 1.3135 -0.0277 -6.5042 0.17
C 2.7029 0.0030 -6.5835 -0.66
C 3.2757 -0.0357 -7.8402 -0.60
C 2.4887 -0.1039 -8.9996 -0.42
C 1.1077 -0.1368 -8.9358 -1.06
C 0.5408 -0.0982 -7.6678 0.43
N -0.7700 -0.1147 -7.2283 -0.05
H -4.3319 -0.9789 -0.7438 0.42
H -4.4625 0.8100 -0.7133 0.47
H -3.3396 -0.0459 0.3886 -0.14
H -5.0935 -0.1012 -2.7776 0.55
H -3.3571 -0.1617 -6.6700 0.39
H 0.0906 -0.0297 -3.6881 0.69
H 3.3027 0.0521 -5.6842 0.45
H 4.3532 -0.0150 -7.9365 0.41
H 2.9746 -0.1327 -9.9662 0.37
H 0.5036 -0.1906 -9.8322 0.38
H -1.5919 -0.1495 -7.8016 0.18
C -0.1611 -4.1627 4.6941 -0.15
C -1.5191 -4.1461 4.2911 -0.89
C -2.1725 -3.8254 3.0603 -0.80
C -1.8576 -3.3499 1.8567 0.32
C 1.3824 -3.6929 2.6784 1.06
C 1.0632 -3.9735 4.1186 -0.53
N -1.9355 -2.5730 0.8831 -0.05
C -1.4349 -2.8245 -0.4044 -0.55
C -0.1130 -2.5194 -0.7332 -0.27
C 0.3239 -2.6225 -2.0446 -0.88
C -0.5397 -3.0385 -3.0505 -0.49
C -1.8517 -3.3572 -2.7231 -0.64
C -2.2981 -3.2440 -1.4158 -0.06
H -0.0765 -4.4340 5.7470 0.22
H -2.2119 -4.4960 5.0453 0.22
H -3.2354 -4.0790 3.0522 0.31
H 0.5277 -3.2656 2.1618 -1.98
H 1.9306 -4.0862 4.7630 0.16
H 0.5574 -2.1785 0.0458 1.43
H 1.3515 -2.3717 -2.2813 0.46
H -0.1963 -3.1090 -4.0753 0.41
H -2.5393 -3.6878 -3.4941 0.37
H -3.3242 -3.4807 -1.1606 0.42
```

Properties
ΔE to the lowest compared entry with this formula, charge and spin, kcal/mol: 0.0
Highest occupied orbital energy, eV: -2.185
E, a.u.: -5179.314784
LUMO, eV: 1.86
Charge: -1
Gap between HOMO and LUMO, eV: 4.0



(3)
C13H24CoN7S2 | the ωB97M-V functional and the def2-TZVPD basis

Geometry as XYZ:
```
47
Properties=species:S:1:pos:R:3:mulliken_charge:R:1
Co 0.6398 -0.4625 0.2198 0.00
C -1.7431 3.2030 -0.0097 -1.84
C -0.7112 2.1266 -0.1528 0.94
N -0.5439 1.1893 0.7165 0.36
N -1.3510 1.1309 1.7994 -0.38
C -1.0959 0.2251 2.7736 0.43
N -1.9584 0.1819 3.7921 -0.37
S 0.2202 -0.8143 2.6875 -0.40
C 0.1885 2.0409 -1.2999 0.60
C 0.3062 3.0392 -2.2692 -0.97
C 1.2217 2.8951 -3.2917 -0.53
C 1.9891 1.7403 -3.3430 -0.82
C 1.8025 0.7804 -2.3650 -0.07
N 0.9393 0.9202 -1.3610 0.28
H -1.8656 3.5049 1.0311 0.44
H -2.7079 2.8658 -0.3972 0.35
H -1.4602 4.0930 -0.5623 0.40
H -2.1635 1.7271 1.8456 0.24
H -2.7152 0.8385 3.8930 0.17
H -1.7999 -0.4941 4.5185 0.25
H -0.3163 3.9196 -2.2160 0.29
H 1.3374 3.6700 -4.0370 0.44
H 2.7098 1.5778 -4.1320 0.43
H 2.3573 -0.1497 -2.3901 0.34
N 2.8200 0.2153 0.9978 -0.53
N 3.8297 -0.7409 0.8997 -0.37
C 3.6271 -1.9082 0.2535 0.83
N 4.6234 -2.7991 0.3083 -0.43
S 2.2258 -2.2328 -0.5994 -0.39
H 3.0732 1.0397 0.4652 0.30
H 2.6793 0.4649 1.9687 0.33
H 4.6789 -0.6002 1.4241 0.19
H 5.4782 -2.6390 0.8148 0.19
H 4.5119 -3.6718 -0.1761 0.22
C -2.7459 -2.4446 1.1620 -1.66
C -2.2741 -1.5850 -0.0122 1.32
C -3.0798 -1.9415 -1.2686 -1.76
C -0.7806 -1.7694 -0.2865 -1.01
H -3.7968 -2.2544 1.3913 0.39
H -2.1512 -2.2524 2.0546 0.31
H -2.6396 -3.5020 0.9111 0.43
H -2.5028 -0.5354 0.2164 -0.11
H -2.8969 -2.9796 -1.5528 0.36
H -2.7933 -1.3051 -2.1081 0.41
H -4.1524 -1.8206 -1.0966 0.43
H -0.5842 -1.7782 -1.3652 0.43
H -0.4298 -2.7086 0.1475 0.53
```

Properties
ΔE to the lowest compared entry with this formula, charge and spin, kcal/mol: 41.1
<S²>: 1.050
Highest occupied orbital energy (alpha / beta), eV: -10.131 / -9.941
E, a.u.: -3071.981138
LUMO (alpha / beta), eV: -3.41 / -3.23
Charge: +1
2S+1: 2
Gap between HOMO and LUMO (alpha / beta), eV: 6.7 / 6.7



(4)
C3H5NOS | the ωB97M-V functional and the def2-TZVPD basis

Geometry as XYZ:
```
11
Properties=species:S:1:pos:R:3:mulliken_charge:R:1
C 1.6047 -0.7133 -0.0163 -0.79
N 0.1947 -0.5281 0.1550 -0.15
C -0.3691 0.6732 0.0688 0.69
O 0.2630 1.7325 0.0793 -0.62
C -1.9230 0.8282 0.0204 -0.28
S -3.0527 -0.3239 0.0467 -0.23
H 1.9923 0.2454 -0.4022 0.30
H 1.8050 -1.5226 -0.7427 0.30
H 2.1196 -0.9525 0.9301 0.25
H -0.4627 -1.2971 0.0766 0.20
H -2.1720 1.8582 -0.2157 0.33
```

Properties
ΔE to the lowest compared entry with this formula, charge and spin, kcal/mol: 22.4
Highest occupied orbital energy, eV: -9.286
E, a.u.: -645.475937
LUMO, eV: -1.09
SMILES string: CNC(=O)C=S
Charge: 0
Gap between HOMO and LUMO, eV: 8.2



(5)
C19H43FIN4O10P2S | the ωB97M-V functional and the def2-TZVPD basis

Geometry as XYZ:
```
81
Properties=species:S:1:pos:R:3:mulliken_charge:R:1
C -3.7398 3.7064 0.2017 -0.96
C -2.8284 4.1604 -0.9449 -0.67
C -2.1440 3.0442 -1.7652 -0.55
N -1.8352 1.8350 -1.0297 0.73
C -0.7205 1.0235 -1.2180 0.02
P -0.6141 0.7925 -3.1096 0.77
N -2.0011 0.4644 -3.7086 -0.96
O 0.3942 -0.3681 -3.4563 -0.58
O 0.0406 2.1467 -3.6768 -0.47
C -1.0340 -0.3365 -0.5263 -1.98
C -2.2224 -1.1284 -1.0731 -1.62
C -3.2518 -1.5589 0.0114 -0.32
C -4.5566 -0.7760 -0.1060 -1.22
I -3.7261 -3.6396 -0.3403 0.10
C 0.2658 -1.1062 -0.0357 4.02
C 0.7706 -2.1052 -1.1012 -0.90
C 2.1988 -2.0191 -1.6207 -1.76
N 3.1741 -2.2083 -0.5216 -0.28
C -0.2620 -1.9605 1.1419 -2.89
C 0.6983 -2.9516 1.8198 0.51
C 0.6231 -2.9312 3.3412 -1.62
O 0.2571 -4.2847 1.4188 -0.64
C 1.1539 0.1464 0.3155 -0.90
P 1.8821 0.2093 1.9895 0.40
O 2.9263 -0.7945 2.1391 -0.62
O 2.4438 1.6879 2.2007 -0.59
O 0.6415 0.0763 2.9740 -0.53
N 0.5880 1.4299 -0.3469 0.86
C 0.2279 2.5808 0.5533 -1.42
C -0.6381 2.3021 1.7712 -0.29
O -1.7010 1.8421 1.8259 -0.25
F -0.0684 2.8086 2.8486 -0.36
S 2.0421 2.0983 -1.2783 1.43
C 1.6606 3.7358 -1.8215 -1.11
O 2.2828 1.2258 -2.3737 -0.60
O 3.0982 2.2083 -0.3294 -0.61
H -3.2396 3.8148 1.1581 0.25
H -4.6178 4.3447 0.2602 0.41
H -4.1030 2.6861 0.1066 0.16
H -2.0480 4.8066 -0.5366 0.32
H -3.3889 4.7795 -1.6397 0.58
H -2.7859 2.8464 -2.6261 0.60
H -1.2417 3.4806 -2.1827 -0.08
H -2.5223 1.5059 -0.3751 -0.20
H -2.3454 1.1851 -4.3302 0.25
H -0.0758 -0.9841 -4.0408 0.39
H -0.0788 2.1320 -4.6388 0.45
H -1.3860 0.0166 0.4497 0.99
H -2.7838 -0.4742 -1.7336 0.42
H -1.9320 -1.9740 -1.6861 0.66
H -2.8492 -1.4622 1.0106 0.40
H -5.3640 -1.3106 0.3839 0.53
H -4.8436 -0.6656 -1.1488 0.40
H -4.4319 0.2012 0.3665 0.13
H 0.1251 -2.0488 -1.9689 0.44
H 0.6168 -3.1280 -0.7636 0.74
H 2.4110 -1.0667 -2.0891 0.29
H 2.3408 -2.7993 -2.3678 0.55
H 3.5615 -3.1432 -0.5607 0.30
H 3.9725 -1.6003 -0.6618 0.22
H -0.8087 -1.3691 1.8737 0.74
H -1.0003 -2.6095 0.6755 0.51
H 1.7179 -2.8774 1.4684 0.33
H 1.4098 -2.3019 3.7531 0.16
H 0.7552 -3.9370 3.7176 0.50
H -0.3283 -2.5179 3.6756 0.32
H 0.9682 -4.6974 0.9219 0.43
H 2.0837 -0.0655 -0.2193 0.56
H 2.2776 2.0239 3.0906 0.43
H 0.9250 0.1771 3.8962 0.43
H -0.3176 3.3133 -0.0381 1.22
H 1.1198 3.0926 0.8946 1.04
H 2.3984 3.9025 -2.6016 0.51
H 0.6670 3.8482 -2.2326 0.27
H 1.8166 4.4122 -0.9881 0.38
C 4.7460 -4.0509 3.1299 -0.73
O 3.5781 -3.4763 2.5546 -0.34
H 4.4294 -4.8841 3.7521 0.26
H 5.4290 -4.4264 2.3628 0.27
H 5.2760 -3.3263 3.7539 0.27
H 3.8412 -2.7290 2.0050 0.12
```

Properties
Highest occupied orbital energy, eV: -11.307
E, a.u.: -3199.437917
LUMO, eV: -2.91
Charge: +1
Gap between HOMO and LUMO, eV: 8.4



(6)
C8H12 | the ωB97M-V functional and the def2-TZVPD basis

Geometry as XYZ:
```
20
Properties=species:S:1:pos:R:3:mulliken_charge:R:1
C -0.2118 -0.0854 -2.7984 -0.88
C -0.2722 0.0555 -1.3910 0.67
C -1.0934 0.6118 -0.6189 -1.05
C -0.9174 0.6785 0.7339 -0.05
C 0.1044 -0.0733 1.3407 0.71
C 0.2773 0.1745 2.7403 -1.72
C 1.0805 -0.7058 0.6318 -0.64
C 0.8242 -0.9993 -0.8542 -0.74
H 1.1645 -0.8411 -3.3112 0.26
H -1.4572 -0.7913 -3.3657 0.20
H -0.4177 1.3625 -3.0999 0.19
H -1.7697 1.1676 -1.0317 0.59
H -0.7995 1.7273 0.7860 0.30
H -1.7557 0.5865 1.6268 0.20
H 0.8607 -0.3259 3.5243 0.42
H -0.6260 -0.1475 3.2753 0.35
H 0.3954 1.1735 3.2528 0.29
H 2.1198 -0.8525 1.0487 0.29
H 0.6317 -2.0973 -1.2061 0.26
H 1.8623 -0.6181 -1.2836 0.34
```

Properties
ΔE to the lowest compared entry with this formula, charge and spin, kcal/mol: 203.1
Highest occupied orbital energy, eV: -8.290
E, a.u.: -311.662756
LUMO, eV: 0.46
Charge: 0
Gap between HOMO and LUMO, eV: 8.7